{"formula": "C52H104O26S13", "method": "the ωB97M-V functional and the def2-TZVPD basis", "species": ["C", "C", "C", "S", "O", "O", "C", "H", "H", "H", "H", "H", "H", "H", "H", "C", "C", "C", "S", "O", "O", "C", "H", "H", "H", "H", "H", "H", "H", "H", "C", "C", "C", "S", "O", "O", "C", "H", "H", "H", "H", "H", "H", "H", "H", "C", "C", "C", "S", "O", "O", "C", "H", "H", "H", "H", "H", "H", "H", "H", "C", "C", "C", "S", "O", "O", "C", "H", "H", "H", "H", "H", "H", "H", "H", "C", "C", "C", "S", "O", "O", "C", "H", "H", "H", "H", "H", "H", "H", "H", "C", "C", "C", "S", "O", "O", "C", "H", "H", "H", "H", "H", "H", "H", "H", "C", "C", "C", "S", "O", "O", "C", "H", "H", "H", "H", "H", "H", "H", "H", "C", "C", "C", "S", "O", "O", "C", "H", "H", "H", "H", "H", "H", "H", "H", "C", "C", "C", "S", "O", "O", "C", "H", "H", "H", "H", "H", "H", "H", "H", "C", "C", "C", "S", "O", "O", "C", "H", "H", "H", "H", "H", "H", "H", "H", "C", "C", "C", "S", "O", "O", "C", "H", "H", "H", "H", "H", "H", "H", "H", "C", "C", "C", "S", "O", "O", "C", "H", "H", "H", "H", "H", "H", "H", "H"], "positions_angstrom": [[-3.33413, -1.38997, 2.67038], [-3.17311, -2.60731, 1.74091], [-2.29245, -3.64475, 2.42401], [-2.92370, -3.58907, 4.07791], [-1.82283, -3.46225, 4.97506], [-3.79412, -4.67767, 4.27637], [-3.87295, -1.98473, 3.97447], [-4.16756, -0.76786, 2.31872], [-2.37424, -0.91850, 2.90534], [-2.76985, -2.30583, 0.80838], [-4.18294, -3.04860, 1.62066], [-1.26253, -3.40575, 2.40782], [-2.37696, -4.71339, 2.04617], [-3.70394, -1.39286, 4.83790], [-4.91164, -2.33179, 3.90386], [1.07356, 3.10480, -4.87340], [0.79059, 3.30253, -3.44776], [-0.55786, 2.68118, -3.17154], [-1.52030, 3.19040, -4.61124], [-2.22902, 4.40086, -4.37671], [-2.19624, 2.01794, -5.13201], [-0.12034, 3.61277, -5.68152], [1.20576, 2.06035, -5.01466], [1.97188, 3.62072, -5.22960], [0.73695, 4.37885, -3.13308], [1.57881, 2.72845, -2.89305], [-1.04087, 3.08758, -2.28920], [-0.60354, 1.65825, -2.95096], [-0.10715, 4.68722, -5.84297], [-0.37812, 3.17123, -6.65139], [5.63903, 4.35280, 3.65834], [4.59324, 3.97122, 2.53273], [5.21526, 3.00490, 1.50035], [6.99161, 3.28910, 1.68094], [7.30315, 4.54635, 1.00076], [7.72095, 2.11289, 1.24178], [6.87075, 3.42566, 3.44838], [5.05069, 4.22285, 4.57577], [5.94658, 5.38922, 3.56364], [4.24047, 4.87688, 2.06553], [3.74511, 3.54133, 2.91869], [4.87841, 3.19347, 0.44600], [4.93948, 1.97498, 1.69593], [7.81321, 3.95047, 3.81173], [6.84119, 2.39584, 3.87881], [-3.74735, 3.48099, 1.30190], [-4.92130, 4.35077, 0.69535], [-6.13948, 3.39987, 0.71648], [-5.89425, 2.16645, 2.05901], [-5.88124, 0.87472, 1.45616], [-6.80077, 2.41418, 3.15562], [-4.22843, 2.77188, 2.50479], [-2.98845, 4.21400, 1.69140], [-3.43649, 2.77755, 0.51578], [-4.60479, 4.75339, -0.29205], [-5.17175, 5.17111, 1.37591], [-6.27899, 2.84141, -0.21149], [-7.00207, 3.96679, 0.96474], [-3.63950, 1.99396, 2.87822], [-4.30697, 3.56753, 3.30334], [-0.73045, -1.56329, -6.87380], [-0.93046, -1.03384, -5.42312], [-0.09767, -1.80447, -4.41246], [1.32687, -2.16822, -5.28010], [1.98929, -3.35081, -4.75007], [2.18714, -1.00175, -5.42147], [0.52251, -2.54270, -6.81379], [-0.37608, -0.77786, -7.53287], [-1.58654, -2.05253, -7.29841], [-1.92891, -1.01313, -5.13276], [-0.57321, 0.01744, -5.47077], [-0.49412, -2.80382, -4.19789], [0.07653, -1.23710, -3.55392], [0.25457, -3.58662, -6.50560], [1.37459, -2.43566, -7.49375], [-1.63260, 1.92965, 7.21484], [-0.93247, 0.54761, 7.24369], [-0.74099, 0.01929, 5.79013], [-0.54115, 1.56206, 4.85422], [-1.68947, 1.75881, 4.00373], [0.75130, 1.67735, 4.24059], [-0.78326, 2.74739, 6.21700], [-1.56919, 2.39233, 8.21048], [-2.69398, 1.86090, 6.93121], [-1.32397, -0.25766, 7.84112], [0.07642, 0.69905, 7.67640], [-1.57718, -0.48531, 5.35471], [0.16958, -0.64642, 5.60568], [-1.28607, 3.57765, 5.66588], [0.22738, 3.08625, 6.51335], [1.76890, 6.86193, 1.67495], [1.48865, 5.39267, 2.05631], [-0.01467, 5.08211, 1.82379], [-0.72173, 6.48165, 2.64604], [-0.64401, 6.17709, 4.06234], [-1.96504, 6.89252, 2.03043], [0.60490, 7.69836, 2.32535], [1.79229, 6.88910, 0.55442], [2.73543, 7.28472, 1.99654], [1.61999, 5.13707, 3.13732], [2.19189, 4.82697, 1.39592], [-0.43178, 4.21426, 2.41491], [-0.42770, 5.05269, 0.80437], [0.82022, 8.04706, 3.36213], [0.19346, 8.47007, 1.72393], [1.27917, -4.75432, 4.21909], [2.34433, -4.56902, 3.15969], [2.90884, -3.15528, 3.28596], [1.84008, -2.20138, 4.33192], [0.64330, -1.74009, 3.57580], [2.46332, -1.21772, 5.21214], [1.37619, -3.63725, 5.26875], [1.42110, -5.78024, 4.66366], [0.25167, -4.76099, 3.87754], [1.89864, -4.91490, 2.20907], [3.20998, -5.24250, 3.47730], [3.04335, -2.59566, 2.29015], [3.79478, -3.17117, 3.83988], [0.47794, -3.44520, 5.87476], [2.23224, -3.73815, 5.90568], [-5.78940, -1.21872, -2.06421], [-5.59324, -0.54042, -3.44813], [-4.08274, -0.21214, -3.48324], [-3.51007, -0.01590, -1.81787], [-3.09058, 1.33686, -1.54297], [-2.52722, -1.08586, -1.39876], [-5.08919, -0.37898, -1.02709], [-5.49589, -2.27537, -2.03542], [-6.85870, -1.21936, -1.87610], [-6.18615, 0.38503, -3.50154], [-5.75362, -1.17826, -4.32062], [-3.76779, 0.66180, -4.03653], [-3.55125, -1.13495, -3.81598], [-5.66515, 0.51244, -0.83533], [-5.01635, -0.87235, -0.05717], [-2.95213, -5.10197, -1.96742], [-3.36706, -6.19968, -2.89954], [-4.07737, -5.62323, -4.15479], [-3.27518, -4.06039, -4.42438], [-4.39239, -3.11911, -4.20457], [-2.41362, -4.01852, -5.61255], [-2.31222, -4.07409, -2.89113], [-2.13931, -5.46106, -1.34985], [-3.77954, -4.75978, -1.27499], [-3.96388, -6.96072, -2.35437], [-2.46336, -6.80354, -3.13069], [-5.09051, -5.40218, -3.90031], [-4.00141, -6.21533, -5.11403], [-2.41793, -3.04764, -2.48969], [-1.25293, -4.29622, -3.05653], [3.40989, -4.34466, -1.93125], [2.87928, -5.51698, -2.72692], [1.37828, -5.65187, -2.32753], [1.27728, -5.22552, -0.64501], [1.04689, -6.37436, 0.14018], [0.29476, -4.14245, -0.45084], [2.95349, -4.50286, -0.43371], [2.99464, -3.37625, -2.28177], [4.51621, -4.37635, -1.99571], [3.38515, -6.40912, -2.33198], [3.08276, -5.29565, -3.76924], [1.01181, -6.67615, -2.50390], [0.73647, -4.96185, -2.84648], [3.63299, -5.23093, 0.06782], [2.95017, -3.56335, 0.03912], [5.80485, -0.57234, -2.04749], [5.35504, -0.29265, -3.57457], [4.43129, 0.93912, -3.65360], [5.21420, 2.09810, -2.44559], [4.18742, 2.73088, -1.64020], [6.06754, 3.01592, -3.24010], [6.12959, 0.79091, -1.42951], [6.68429, -1.21322, -1.96912], [4.94686, -1.03087, -1.53789], [4.86556, -1.18821, -3.91294], [6.17606, -0.10720, -4.23798], [3.42845, 0.78421, -3.33414], [4.42937, 1.44122, -4.62549], [5.71368, 0.92305, -0.42246], [7.14732, 1.11603, -1.56438], [0.95078, 1.36307, 1.39015], [-0.27762, 0.48448, 1.02410], [0.27964, -0.81263, 0.50786], [1.70521, -0.39065, -0.47003], [1.41613, -0.45734, -1.88390], [2.87075, -1.10898, 0.04304], [1.86262, 1.23131, 0.13361], [1.49170, 1.10418, 2.30102], [0.63475, 2.38333, 1.65516], [-0.87652, 0.93933, 0.22355], [-0.88258, 0.25277, 1.93337], [-0.43821, -1.24224, -0.18489], [0.59416, -1.61026, 1.21626], [1.46616, 1.84934, -0.70475], [2.89496, 1.45297, 0.30812]], "forces_ev_per_a": [[-1.0, -0.9, 0.7], [-0.6, -0.1, 0.3], [-1.2, -1.2, -0.7], [0.6, 1.5, -0.1], [1.2, 0.5, 1.1], [-1.9, -1.7, 0.2], [0.5, -2.0, -0.9], [0.9, 0.5, -0.3], [-0.3, 0.4, -0.5], [0.2, 0.1, -1.1], [0.4, 0.2, -0.3], [1.1, 0.6, 0.2], [-0.2, 1.4, 0.4], [0.2, 0.3, 0.9], [0.2, 0.4, 0.0], [0.5, 1.0, -2.3], [0.7, 0.1, 2.4], [-0.7, 1.9, 0.4], [0.7, -1.2, -0.5], [-0.9, 0.9, 0.6], [-0.1, 0.2, 0.0], [-0.7, -0.4, 0.0], [0.2, -1.1, -0.5], [0.0, -0.2, 0.2], [0.4, -0.9, -0.3], [-0.6, 1.0, 0.0], [-0.2, 0.5, 0.0], [0.2, -1.8, -0.6], [-0.1, 0.1, 0.4], [0.5, -0.3, 0.3], [-0.9, -1.2, -0.7], [2.1, 1.0, -1.1], [-0.4, 1.0, -0.7], [-0.7, -0.5, -2.4], [-0.3, -0.9, 1.5], [-0.1, 0.4, 0.7], [1.3, 1.2, 1.4], [0.9, 0.0, 0.2], [0.0, 0.0, 0.0], [0.2, 0.3, -0.4], [-1.9, -1.2, 1.2], [0.6, 0.1, 0.9], [0.4, -0.3, 0.4], [-1.0, -0.8, -0.4], [-0.2, 0.8, -0.4], [0.5, 1.8, -0.9], [0.5, -1.1, 0.7], [0.8, -0.1, -0.4], [0.1, 2.7, 0.7], [0.3, -1.3, -0.3], [0.0, -0.1, -0.2], [-1.9, 1.5, 0.9], [-0.1, -0.9, -1.0], [0.5, 0.4, 0.2], [-0.6, -0.4, 0.6], [0.4, 0.1, -0.2], [0.0, 0.0, 0.1], [-1.0, 0.1, 0.1], [0.9, -1.3, 0.4], [-0.5, -1.1, -0.5], [2.3, -0.8, 0.2], [1.6, 1.1, -1.2], [-1.4, -0.7, -1.0], [2.7, 0.4, 0.1], [-0.4, 0.0, -0.1], [-0.6, -0.1, -0.1], [-0.7, -0.5, 1.5], [-0.5, 0.4, 0.0], [-0.3, -0.3, -0.1], [-1.7, 0.1, 0.3], [-0.3, -0.6, 0.5], [-0.2, 0.4, 0.1], [0.5, 0.6, 1.5], [0.0, 0.6, -1.3], [-0.7, -0.3, -0.5], [0.6, 0.0, 0.5], [1.1, -0.3, -0.6], [1.8, 0.3, 0.2], [-0.1, 0.0, 0.5], [-0.6, -0.3, -0.5], [0.5, 0.2, 0.3], [-0.2, 0.0, -1.3], [-0.2, -0.2, -0.3], [0.4, 0.1, -0.1], [-0.8, 0.0, 0.4], [-0.3, 0.1, -0.3], [-0.7, -0.2, -0.1], [-1.3, 1.3, 0.5], [0.2, -0.5, 0.8], [-0.6, -0.3, 0.4], [-0.9, 0.6, 0.2], [0.7, -1.0, -0.4], [-0.2, -0.4, 0.3], [-0.1, 0.7, 0.1], [-0.4, 0.1, -0.1], [0.2, -0.2, 0.3], [0.4, -1.3, 0.7], [-0.4, 0.3, 0.9], [-0.3, -0.6, 0.1], [0.5, 0.4, -0.9], [-0.9, -0.2, 0.8], [0.7, 0.7, -0.7], [0.6, 0.0, 0.2], [0.1, -0.1, -0.9], [-0.2, 0.7, -0.5], [-0.8, -1.2, 1.8], [0.9, -1.0, 0.5], [-0.7, 1.4, -3.0], [-3.0, 1.0, 0.0], [1.9, -0.7, 0.6], [0.2, -0.8, -1.0], [-0.2, -0.1, -0.1], [-0.2, 1.1, -0.1], [-0.1, 0.2, -0.5], [0.8, 0.6, 0.2], [-1.1, 0.6, -0.9], [-0.1, -0.7, 1.5], [1.7, 0.1, 0.5], [0.3, -0.1, -0.5], [0.5, -0.4, 0.6], [-1.3, -0.4, -0.8], [1.3, 0.2, 0.5], [0.5, -1.1, -0.4], [1.2, -1.6, 2.3], [0.1, 0.4, -0.1], [-1.9, 1.7, -1.3], [-0.1, -0.5, -0.1], [0.3, 0.3, -0.3], [-0.2, -0.1, 0.3], [0.1, -0.3, 0.0], [-0.5, 0.1, 0.4], [0.1, 0.2, -0.2], [-0.4, 0.9, 0.0], [0.2, 0.6, -0.2], [0.6, 0.0, -0.2], [-0.2, 0.6, 0.4], [-0.2, -2.4, -0.2], [1.3, -1.6, -0.5], [-0.6, 0.5, 0.5], [1.5, -0.4, -0.9], [-1.0, 0.1, 1.2], [-0.3, 1.6, 0.5], [0.0, -0.1, 0.5], [0.9, 0.0, -1.1], [-0.2, 0.6, -0.5], [-0.3, 0.6, -0.5], [-0.7, 0.2, -0.1], [-0.1, 0.4, 1.2], [0.3, -0.3, -0.2], [-0.4, 0.0, -0.2], [0.3, 0.7, 1.1], [-0.7, 0.2, 1.0], [0.8, -0.9, -1.7], [-0.7, 3.5, 0.9], [0.2, -2.1, 1.3], [1.0, -0.8, -0.6], [0.7, -2.1, -1.9], [0.5, -0.6, -0.1], [-0.6, 0.5, 0.1], [0.0, 0.0, -0.6], [-0.4, -0.6, -0.2], [0.0, 0.4, 0.4], [0.0, 0.4, -0.4], [-0.8, 0.4, -0.1], [-0.4, 1.1, 0.8], [-0.7, 1.2, -1.4], [-0.3, -0.2, 1.3], [1.5, 0.2, 0.7], [0.3, 0.4, -2.2], [-0.1, -0.1, 0.4], [-0.7, -1.7, 1.6], [-1.2, 0.9, -0.6], [-0.2, -0.1, -0.2], [0.3, 0.1, 0.0], [-0.4, -0.3, -0.3], [0.8, 0.0, -0.1], [-0.8, -0.4, 0.4], [0.2, -0.1, 0.2], [0.6, 0.0, -0.2], [0.5, -0.1, 0.4], [-0.1, 0.1, -0.6], [0.5, -0.1, 1.8], [-0.3, -1.5, -0.8], [0.5, -1.2, 1.2], [0.1, 0.3, -0.2], [-0.1, -0.3, -0.4], [-1.3, 2.1, -0.3], [-0.2, -0.8, -0.3], [0.2, -0.1, -0.7], [0.0, 0.1, 0.4], [0.2, 0.5, -0.8], [0.0, -0.3, -0.1], [-0.2, 0.9, -0.1], [0.4, 0.0, 0.6], [0.5, 0.1, -0.1]], "mol_weight_da": 1562.2, "e_above_lowest_kcal_mol": 75.2, "lumo_ev": 0.18, "charge": 0, "homo_ev": -9.91, "total_energy_ev": -249697.7635, "gap_ev": 10.1}